A cluster of 5 separate species, C6H21NO5 in total, computed with wB97M-V/def2-TZVPD.

ORCA input file:
```
! wB97M-V def2-TZVPD RIJCOSX def2/J DEFGRID3
* xyz 0 1
C 2.51116 0.62242 0.41023
N 1.25770 0.30714 -0.29051
C 0.08291 0.35323 0.61335
C -0.72048 -0.95426 0.47217
C 0.05113 -2.10991 1.05738
C 0.20799 -2.28700 2.36812
C -0.80550 1.56189 0.27070
O -0.35528 2.73209 0.95858
H 3.33415 0.60541 -0.31054
H 2.45426 1.59665 0.91591
H 2.70495 -0.12700 1.18198
H 1.12529 0.92000 -1.08643
H 0.45902 0.42041 1.64846
H -0.98290 -1.14058 -0.57182
H -1.68477 -0.87478 0.96854
H 0.47895 -2.83396 0.38416
H 0.76885 -3.12201 2.76123
H -0.21320 -1.63320 3.11529
H -1.82692 1.41674 0.63051
H -0.89089 1.74455 -0.79653
H 0.52900 2.99209 0.69432
H -1.85042 -0.06955 -2.92798
H -3.35606 0.04004 -3.32487
O -2.76657 -0.25676 -2.62302
H 0.04496 0.25016 -4.37814
H 0.30581 -0.55454 -3.06002
O -0.19141 0.20523 -3.45551
H 0.61008 -2.51983 -1.94872
H 1.39991 -1.28099 -1.38582
O 1.20553 -1.79553 -2.22162
H -1.25529 2.52359 2.78877
H -1.09222 1.21191 3.55882
O -1.53973 2.05634 3.58301
*
```

Values from the calculation:
Total energy   -18289.68556 eV
SMILES   C=CC[C@H](CO)NC.O.O.O.O
LUMO energy   0.477 eV
Kohn-Sham gap   0.367 Ha
Energy above the lowest of the compared OMol25 structures with the same formula, charge and spin   54.4 kcal/mol